C17H28BBeCl4F4N3O8 | ωB97M-V/def2-TZVPD

Output
highest occupied orbital energy: -7.60 eV
orbital gap: 2.622 eV
charge: 0
lowest unoccupied orbital energy: -0.183 hartree
E: -3710.4676 a.u.

Geometry (Å):
C1 1.01167 -1.70379 -1.08197
C2 1.57706 -0.35034 -1.40082
O1 2.73536 -0.17548 -1.55780
O2 0.64806 0.68449 -1.51770
C3 0.52904 1.04477 -2.88745
C4 -0.43634 0.12759 -3.64219
C5 -1.71637 -0.18761 -2.90687
C6 -2.16781 -1.49880 -2.94182
N1 -3.30734 -1.85793 -2.34045
C7 -4.07881 -0.99417 -1.68411
C8 -3.69452 0.32392 -1.59709
C9 -2.51351 0.72361 -2.21213
C10 -2.14468 2.17789 -2.15393
O3 -2.13519 2.87220 -3.11227
O4 -1.82109 2.64295 -0.92278
H1 1.27169 -2.42167 -1.85332
H2 1.46312 -2.01832 -0.14810
H3 -0.06533 -1.69013 -0.93044
H4 0.19674 2.07230 -2.98270
H5 1.51602 1.02409 -3.40051
H6 -0.66822 0.50496 -4.63557
H7 0.07829 -0.82460 -3.78192
H8 -1.63757 -2.27743 -3.47093
H9 -3.59016 -2.84747 -2.43320
H10 -4.99749 -1.34882 -1.24920
H11 -4.34140 1.01666 -1.08292
H12 -2.52605 2.39703 -0.30676
B1 3.21868 -2.61931 2.20334
F1 3.30531 -3.27178 3.46155
F2 2.00020 -1.98286 2.09824
F3 4.31021 -1.63457 2.10534
F4 3.39460 -3.53270 1.20222
N2 1.64736 -4.92554 4.80362
H13 0.72335 -4.62500 4.49142
H14 2.36763 -4.36537 4.30962
H15 1.73165 -4.78566 5.80966
H16 1.77662 -5.91369 4.58494
C11 -3.67315 -5.17080 -4.31691
O5 -2.44506 -5.41298 -4.25142
O6 -4.12372 -4.95876 -5.63517
O7 -4.51592 -5.06210 -3.41115
H17 -3.28025 -5.09883 -6.08698
Cl1 3.99456 -0.14121 3.45458
O8 2.21620 -0.38634 6.37386
H18 1.46688 -0.42031 5.76795
H19 2.41082 -1.30492 6.57695
Be1 2.24370 0.97116 -5.31360
N3 0.37609 1.85615 1.97151
C12 -0.70040 2.60966 2.34918
C13 -0.82563 2.51125 3.71387
C14 0.23105 1.68077 4.17114
C15 0.95392 1.29861 3.06264
H20 0.71476 1.74064 1.02834
H21 -1.27877 3.15296 1.62538
H22 -1.57860 2.99353 4.31471
H23 0.44124 1.40914 5.19256
H24 1.83513 0.69586 2.93563
Cl2 2.92070 6.53279 -0.27466
C16 1.70652 5.38668 0.31537
C17 0.38392 5.54950 -0.37918
Cl3 -0.43736 7.08400 0.04626
H25 1.62008 5.51053 1.39187
H26 2.10833 4.31964 0.11094
H27 -0.28578 4.74468 -0.08177
H28 0.49669 5.52335 -1.46023
Cl4 3.29932 2.96500 0.31468



C17H28Br9Cl2NO6P | ωB97M-V/def2-TZVPD

Output
highest occupied orbital energy: -4.80 eV
orbital gap: 6.519 eV
charge: -1
lowest unoccupied orbital energy: 0.063 hartree
E: -25598.4711 a.u.

Geometry (Å):
C1 0.31585 -5.70271 -2.07141
C2 1.77868 -4.89308 -2.02002
C3 1.57275 -3.32877 -2.46123
Br1 -0.33176 -2.67307 -2.31402
C4 2.67061 -2.28599 -1.74994
C5 2.89092 -1.10764 -2.91832
O1 2.21384 0.04107 -2.96557
O2 3.87249 -1.38306 -4.01942
N1 2.14220 -1.58152 -0.53335
C6 3.10519 -0.58434 0.06386
C7 2.53010 0.97764 0.09373
O3 3.41494 1.99025 -0.09258
Cl1 0.76692 1.46682 0.37709
C8 1.72905 -2.49727 0.58861
C9 0.74075 -1.71766 1.69259
O4 1.26987 -1.08441 2.76587
Cl2 -1.09457 -1.84539 1.35141
P1 4.31992 -3.19790 -1.57358
O5 5.72182 -2.18788 -1.71149
O6 4.47357 -4.12757 -0.11601
H1 0.46400 -6.87947 -1.94338
H2 -0.25094 -5.55483 -3.08388
H3 -0.31987 -5.36762 -1.12581
H4 2.44703 -5.42896 -2.84975
H5 2.17615 -5.05531 -0.92890
H6 1.82827 -3.27653 -3.62636
H7 4.15129 -0.51982 -0.46741
H8 3.34734 -0.83261 1.20647
H9 2.63723 -2.89176 1.25485
H10 1.12864 -3.45113 0.27618
H11 5.51628 -1.25177 -1.99891
H12 4.51013 -5.11618 -0.34003
Br2 -5.50111 0.14984 2.38540
C10 -3.78084 1.05590 2.23302
C11 -3.67467 1.81241 0.92952
Br3 -3.32091 0.60504 -0.56086
H13 -3.00647 0.29373 2.35676
H14 -3.74601 1.74392 3.08235
H15 -2.82185 2.49701 0.94890
H16 -4.57926 2.37311 0.67815
Br4 -2.51771 5.21807 -0.37835
C12 -0.57290 5.35917 -0.34238
C13 0.01362 5.18727 -1.72409
Br5 0.02679 3.31118 -2.25723
H17 -0.21232 4.61896 0.37731
H18 -0.36799 6.36240 0.04167
H19 1.06342 5.49396 -1.73869
H20 -0.53104 5.73512 -2.49808
Br6 -4.37746 -2.91882 -1.95433
C14 -5.58258 -3.31193 -0.47222
C15 -4.81601 -3.74066 0.75710
Br7 -4.19777 -5.58354 0.59673
H21 -6.29011 -4.06630 -0.82747
H22 -6.11839 -2.37692 -0.28619
H23 -5.46434 -3.73433 1.63799
H24 -3.93464 -3.12458 0.95583
Br8 1.37654 5.41629 2.81459
C16 0.98564 7.31596 3.01932
C17 -0.19913 7.53546 3.93081
Br9 -1.87688 7.15323 3.01256
H25 0.84121 7.72234 2.01440
H26 1.89183 7.74717 3.45386
H27 -0.26986 8.58638 4.22563
H28 -0.17748 6.91159 4.82868



C17H28BrNO2 | ωB97M-V/def2-TZVPD

Output
SMILES: CCCCN(CCCC)C[C@H](O)COc1ccc(Br)cc1
highest occupied orbital energy: -8.40 eV
orbital gap: 9.167 eV
charge: 0
lowest unoccupied orbital energy: 0.028 hartree
E: -3443.8046 a.u.
ΔE to the lowest compared entry with this formula, charge and spin: 0.170 eV

Geometry (Å):
C1 1.71337 4.49846 -0.20428
C2 2.82505 3.59557 0.31768
C3 2.73143 2.15782 -0.19753
C4 1.58861 1.38097 0.45581
N1 1.32060 0.12032 -0.22092
C5 0.06360 -0.49625 0.16801
H1 -0.61992 0.28418 0.50492
C6 -0.57287 -1.16391 -1.06720
O1 -0.42889 -0.33857 -2.19024
H2 0.33327 0.23416 -1.99808
C7 -2.06092 -1.45812 -0.84150
H3 -2.49202 -1.77117 -1.79958
O2 -2.69662 -0.28815 -0.37522
C8 -4.04558 -0.27660 -0.26012
C9 -4.61121 0.94268 0.12562
C10 -5.97357 1.06977 0.28409
C11 -6.78670 -0.02952 0.05680
C12 -6.24865 -1.24352 -0.32331
C13 -4.87893 -1.37003 -0.48121
H4 -4.47714 -2.32625 -0.77496
H5 -6.89159 -2.09293 -0.49632
Br1 -8.67244 0.13633 0.27464
H6 -6.40433 2.01378 0.58001
H7 -3.95622 1.78262 0.29260
H8 -2.16698 -2.26964 -0.10810
H9 -0.08448 -2.13484 -1.26622
H10 0.16579 -1.23510 0.97409
C14 2.43421 -0.81605 -0.26790
H11 3.22121 -0.37141 -0.88279
C15 3.03069 -1.22795 1.08557
C16 4.09532 -2.31606 0.94296
C17 3.51913 -3.68073 0.58251
H12 4.30902 -4.42796 0.56224
H13 2.77805 -3.98733 1.31792
H14 3.04684 -3.66466 -0.39633
H15 4.63142 -2.40364 1.89103
H16 4.81864 -2.01342 0.18220
H17 3.48612 -0.35418 1.55605
H18 2.23827 -1.58675 1.74647
H19 2.07594 -1.70368 -0.79112
H20 1.80439 1.24436 1.52810
H21 0.67543 1.97526 0.37718
H22 2.57999 2.16765 -1.27872
H23 3.67862 1.65566 0.00620
H24 3.78582 4.01207 0.00679
H25 2.80788 3.58809 1.41011
H26 0.73758 4.16523 0.13902
H27 1.86274 5.51755 0.14495
H28 1.71005 4.50592 -1.29193



C17H28Cl5CrN5O8P | ωB97M-V/def2-TZVPD

Output
spin multiplicity: 4
highest occupied orbital energy (spin up / spin down): -13.52 / -13.55 eV
orbital gap (spin up / spin down): 8.054 / 8.446 eV
charge: +2
lowest unoccupied orbital energy (spin up / spin down): -0.201 / -0.188 hartree
E: -5226.7364 a.u.
ΔE to the lowest compared entry with this formula, charge and spin: 1.134 eV

Geometry (Å):
Cr1 0.56983 -0.84305 -0.06434
O1 2.40209 -4.23408 1.80448
C1 1.40603 -3.56940 1.22210
O2 1.23290 -2.36026 1.29048
C2 0.51574 -4.51334 0.43124
O3 -0.46325 -3.80364 -0.20801
C3 -0.58251 -3.83711 -1.63320
C4 0.05104 -2.62772 -2.30491
O4 -0.20717 -2.32801 -3.46770
O5 0.97399 -1.98465 -1.60749
H1 2.86834 -3.63552 2.40165
H2 1.19125 -4.97605 -0.24546
H3 0.24579 -5.20117 1.25482
H4 -0.27243 -4.71748 -2.18060
H5 -1.68387 -3.88944 -1.88811
Cl1 -5.90733 1.52995 -2.06666
C5 -4.20541 1.30078 -1.73009
C6 -3.79079 0.19805 -1.00112
Cl2 -4.93906 -0.95688 -0.35429
C7 -2.41959 -0.00794 -0.84929
Cl3 -1.85948 -1.41550 -0.02648
C8 -1.43775 0.76960 -1.40809
O6 -0.10702 0.49068 -1.28709
C9 -1.88620 1.82855 -2.20984
Cl4 -0.68245 2.78441 -2.97592
C10 -3.21962 2.14993 -2.26191
Cl5 -3.78689 3.47494 -3.06243
C11 -2.90481 0.25520 3.29492
N1 -1.51712 -0.06713 2.94078
C12 -1.06164 -1.39468 3.40653
C13 -0.73614 0.76293 2.27826
N2 0.29796 0.39506 1.49990
N3 -0.98153 2.05371 2.46913
C14 -0.43254 3.05762 1.53341
C15 -1.40153 2.58198 3.75627
H6 -3.40843 -0.65446 2.95555
H7 -3.17180 1.09103 2.76154
H8 -3.09488 0.25005 4.38602
H9 -1.39396 -1.45927 4.44768
H10 -0.01407 -1.48311 3.32699
H11 -1.73277 -2.17299 2.87157
H12 0.92398 1.18477 1.41583
H13 -0.34563 2.64148 0.47785
H14 0.57323 3.35672 1.79047
H15 -1.06983 3.94060 1.52074
H16 -1.52802 1.81476 4.48718
H17 -2.27968 3.21910 3.61816
H18 -0.60850 3.11914 4.30662
N4 0.96141 0.15318 -3.65742
C16 2.36375 0.19510 -3.11802
P1 2.64011 1.02832 -1.43343
O7 2.18346 2.44670 -1.25149
O8 2.32959 -0.03357 -0.35472
C17 4.54234 1.10818 -1.30045
N5 4.77913 2.50127 -0.86805
H19 0.37487 0.46843 -2.82797
H20 0.57365 -0.80218 -3.86438
H21 0.85680 0.83787 -4.41930
H22 2.99036 0.74057 -3.85184
H23 2.75111 -0.78685 -3.02324
H24 5.01344 0.93280 -2.23680
H25 4.96854 0.53941 -0.52088
H26 5.51104 2.89961 -1.50263
H27 5.11765 2.60123 0.08894
H28 3.92426 3.05176 -0.97547



C17H28ClIN2O4P | ωB97M-V/def2-TZVPD

Output
SMILES: CC[C@H](Cl)c1c(CC(=O)I)ccc(P(=N)(O)O)[n+]1OC[C@@H](C)CC(C)C
highest occupied orbital energy: -12.70 eV
orbital gap: 8.201 eV
charge: +1
lowest unoccupied orbital energy: -0.165 hartree
E: -2174.0209 a.u.

Geometry (Å):
C1 -2.91929 2.87202 -1.45005
C2 -2.07535 1.94471 -0.55054
C3 -0.56119 2.21933 -0.77275
Cl1 0.04121 1.45705 -2.29261
C4 0.30922 1.89301 0.42301
C5 1.26849 2.80359 0.82355
C6 1.51256 4.11075 0.07287
C7 0.75113 5.32075 0.65742
O1 0.23798 6.11524 -0.07680
I1 0.66513 5.58695 2.80669
C8 2.08120 2.55635 1.91503
C9 1.89389 1.38073 2.61941
C10 0.94530 0.49692 2.20641
P1 0.76719 -1.02999 3.22564
N1 -0.66201 -1.60914 3.27616
O2 1.27930 -0.55914 4.69030
O3 1.89534 -1.99600 2.66774
N2 0.19620 0.74703 1.12352
O4 -0.70009 -0.21235 0.77411
C11 -0.26470 -1.04592 -0.36092
C12 -0.31850 -2.53268 -0.02777
C13 -1.78563 -3.03040 0.14813
C14 0.52907 -3.42738 -0.96570
C15 0.47812 -3.10641 -2.48329
C16 1.49290 -2.00116 -2.91811
C17 -0.93435 -2.80143 -3.04746
H1 -2.40619 3.81149 -1.68937
H2 -3.90190 3.08081 -1.01877
H3 -3.11113 2.38636 -2.41387
H4 -2.26990 0.92106 -0.88241
H5 -2.31556 2.05115 0.51282
H6 -0.49758 3.28736 -0.97461
H7 2.58271 4.33578 0.16889
H8 1.30274 3.94568 -0.98442
H9 2.84673 3.26525 2.21154
H10 2.52650 1.17678 3.47718
H11 -1.04388 -1.62549 4.21568
H12 0.65683 -0.89679 5.34715
H13 1.82288 -2.87605 3.06848
H14 0.75858 -0.75541 -0.61511
H15 -0.95570 -0.84204 -1.18062
H16 0.12281 -2.63797 0.97053
H17 -1.95431 -3.94995 -0.42016
H18 -1.98199 -3.30160 1.19223
H19 -2.52194 -2.25758 -0.10150
H20 1.58012 -3.28407 -0.66195
H21 0.32108 -4.48454 -0.76904
H22 0.81959 -4.01368 -2.99634
H23 2.04176 -1.56264 -2.07916
H24 1.00988 -1.24703 -3.54883
H25 2.25231 -2.45934 -3.56458
H26 -1.09789 -1.72196 -3.15991
H27 -1.75289 -3.29212 -2.51861
H28 -0.96153 -3.19002 -4.07495



C17H28ClIN3P2Pt | ωB97M-V/def2-TZVPD

Output
spin multiplicity: 5
highest occupied orbital energy (spin up / spin down): -17.00 / -16.84 eV
orbital gap (spin up / spin down): 5.567 / 3.046 eV
charge: +3
lowest unoccupied orbital energy (spin up / spin down): -0.420 / -0.507 hartree
E: -2387.3206 a.u.
ΔE to the lowest compared entry with this formula, charge and spin: 5.838 eV

Geometry (Å):
C1 -2.30116 1.55751 2.05538
I1 -0.43280 2.88333 3.80612
H1 -1.74498 1.44081 1.16143
H2 -2.78505 2.46557 2.15944
H3 -2.89186 0.64470 2.16551
Pt1 0.79368 -0.34076 -1.48125
P1 0.01019 1.90385 -0.42538
C2 -0.21613 3.31093 0.73824
C3 1.66939 2.37731 -0.97066
H4 1.64326 3.46258 -1.02966
H5 -0.94762 3.77927 -1.52987
H6 1.87301 1.86418 -1.92423
H7 -0.93028 2.30724 -2.65411
H8 0.33498 2.86110 1.58008
H9 2.35173 2.05920 -0.17062
C4 -1.15396 2.70006 -1.64843
H10 0.25315 4.24547 0.39828
H11 -2.17607 2.47313 -1.28403
H12 -1.25936 3.56456 0.96839
P2 0.45018 -2.30300 -0.77393
C5 -0.20772 -3.01510 0.84073
C6 -1.00738 -2.98669 -1.79069
H13 2.27345 -3.17735 -2.02415
H14 1.46360 -4.52315 -1.09821
H15 2.54825 -3.36310 -0.24096
C7 1.82427 -3.47881 -1.06390
H16 -0.85433 -2.67005 -2.83346
H17 -0.98205 -4.08270 -1.66991
H18 -0.65935 -4.00648 0.63209
H19 -0.96093 -2.33800 1.29507
H20 -1.92725 -2.55477 -1.37279
H21 0.63818 -3.14815 1.56826
Cl1 1.10841 -0.04639 -3.67362
N1 -4.29669 3.57252 9.20318
C8 -3.63166 2.93328 8.48757
C9 -2.83695 2.16306 7.50554
C10 -3.19128 2.23648 6.15509
C11 -2.48727 1.47287 5.21656
C12 -1.41476 0.67291 5.68468
C13 -1.01894 0.61408 7.00155
C14 -1.77123 1.35029 7.93406
N2 -0.63717 0.00801 4.70995
C15 0.41500 -0.93730 4.80073
C16 0.91554 -1.05932 3.53097
N3 0.26385 -0.22662 2.65274
C17 -0.46015 0.54382 3.45768
H22 -3.98687 2.91174 5.88183
H23 -2.80586 1.51513 4.16882
H24 -0.15262 0.02847 7.31377
H25 -1.47351 1.26530 8.97508
H26 0.77690 -1.24237 5.77696
H27 1.65530 -1.79675 3.26483
H28 -1.37106 1.26067 2.78753



C17H28ClO21 | ωB97M-V/def2-TZVPD

Output
highest occupied orbital energy: -6.27 eV
orbital gap: 8.010 eV
charge: -1
lowest unoccupied orbital energy: 0.064 hartree
E: -2704.5154 a.u.
ΔE to the lowest compared entry with this formula, charge and spin: 4.916 eV

Geometry (Å):
Cl1 -0.54013 -1.39061 0.79855
O1 0.42934 -1.09345 1.78211
O2 -1.76890 -1.78738 1.41745
O3 -0.80471 -0.25946 -0.08750
O4 -0.10936 -2.48527 0.00807
C1 -3.50160 -1.84930 7.87891
C2 -2.04503 -1.96956 7.64095
O5 -1.93085 -3.33861 7.34941
C3 -2.97558 -4.02850 7.38910
O6 -3.12424 -5.20278 7.07291
O7 -3.91519 -3.23954 8.05299
H1 -4.11463 -1.40143 7.09680
H2 -3.55843 -1.32367 8.83210
H3 -1.34863 -1.71958 8.44135
H4 -1.70644 -1.50734 6.71368
C4 7.95026 -2.73046 -0.20829
C5 6.78809 -2.50132 0.87777
O8 7.33553 -3.45273 1.91580
C6 8.52325 -3.95796 1.60716
O9 9.01260 -4.91566 2.27094
O10 8.91880 -3.58127 0.38528
H5 8.32688 -1.78164 -0.59041
H6 7.55529 -3.18447 -1.11713
H7 5.79112 -2.73499 0.50423
H8 6.71852 -1.48760 1.27227
C7 3.89551 4.84023 1.14424
C8 2.55946 5.52853 0.66614
O11 3.15372 6.70779 0.05614
C9 4.39365 6.91710 0.55124
O12 5.16494 7.86211 0.24989
O13 4.85409 5.87930 1.28166
H9 4.36448 4.15624 0.43690
H10 3.61397 4.36875 2.08580
H11 1.92686 5.78957 1.51454
H12 2.06620 4.88688 -0.06399
C10 -1.97225 1.82766 -6.29614
C11 -3.08429 1.29979 -7.17035
O14 -2.81811 2.00832 -8.35725
C12 -1.70621 2.80284 -8.31979
O15 -1.23462 3.38763 -9.30015
O16 -1.23348 2.76500 -7.08569
H13 -1.33304 1.02714 -5.92375
H14 -2.46930 2.43144 -5.53687
H15 -4.06690 1.48800 -6.73776
H16 -2.97560 0.21593 -7.13094
C13 -4.81899 4.41620 1.98103
C14 -5.06610 5.46318 3.03968
O17 -4.53953 6.58620 2.41064
C15 -4.25324 6.30172 1.09385
O18 -4.11368 7.02633 0.12344
O19 -4.21254 5.02943 0.86298
H17 -5.76623 3.92122 1.76695
H18 -4.09195 3.66236 2.28312
H19 -4.45087 5.11925 3.87111
H20 -6.05396 5.55688 3.49073
O20 -2.94497 -6.96991 2.55079
H21 -2.85792 -6.74506 3.47713
H22 -2.84396 -6.13645 2.09103
C16 -0.31658 -5.94206 -6.58995
C17 -0.17874 -4.90235 -5.52018
O21 -1.37734 -4.28955 -5.05483
H23 -1.33333 -6.06972 -6.96150
H24 0.23235 -6.79383 -6.18837
H25 0.26418 -5.46460 -7.37916
H26 0.34452 -4.00441 -5.84881
H27 0.50580 -5.05634 -4.68603
H28 -1.13198 -3.97418 -4.18195



no.,molar mass (g mol⁻¹)
1,640.05
2,1163.43
3,358.32
4,690.67
5,517.75
6,693.82
7,603.84